# 1
This record from OMol25 describes a 8-piece molecular cluster, C2H18Br2O7 overall. The level of theory is ωB97M-V/def2-TZVPD.

Geometry as ORCA input:
```
! wB97M-V def2-TZVPD RIJCOSX def2/J DEFGRID3
* xyz 0 1
Br -5.177 -1.839 -1.768
C -3.785 -1.464 -0.445
C -2.691 -2.521 -0.643
Br -1.004 -1.992 0.400
H -4.268 -1.659 0.513
H -3.509 -0.410 -0.459
H -2.303 -2.491 -1.661
H -3.020 -3.520 -0.357
O 0.598 2.699 -3.297
H 0.704 2.109 -2.551
H -0.267 2.487 -3.649
O 3.075 0.824 -1.820
H 2.739 1.248 -1.031
H 2.990 -0.113 -1.644
O -0.325 0.335 -1.679
H -0.532 -0.435 -2.208
H -1.174 0.738 -1.499
O 3.645 -1.091 2.825
H 2.720 -0.866 2.924
H 4.085 -0.250 2.702
O 0.747 -0.263 3.265
H -0.139 -0.623 3.313
H 0.944 0.008 4.162
O 1.188 0.383 0.327
H 0.591 0.377 -0.421
H 0.724 -0.103 1.008
O 1.300 3.123 1.051
H 0.855 3.098 1.898
H 1.290 2.214 0.748
*
```

**Total energy**: -5761.68378 hartree
**F_max**: 0.032 hartree/bohr
**SMILES string**: BrCCBr.O.O.O.O.O.O.O
**HOMO energy**: -10.77 eV
**Lowest unoccupied orbital energy**: -0.255 eV
**Relative energy (zero: lowest compared OMol25 entry of this formula, charge and spin)**: 0.698 eV

# 2
This record from OMol25 describes a 6-piece molecular cluster, C20H56N4O8 overall. The level of theory is ωB97M-V/def2-TZVPD.

Geometry as ORCA input:
```
! wB97M-V def2-TZVPD RIJCOSX def2/J DEFGRID3
* xyz 0 1
C 1.628 -4.914 0.005
C 2.334 -3.709 -0.648
O 1.828 -3.594 -1.989
O 2.176 -5.391 1.055
H 1.536 -5.765 -0.652
H 0.659 -4.660 0.305
H 3.431 -3.669 -0.545
H 2.057 -2.826 -0.084
H 1.712 -2.656 -2.236
H 3.007 -5.727 0.637
C 0.647 -0.172 -2.758
C -0.326 0.776 -1.968
O -0.932 1.791 -2.713
O 1.268 -0.972 -2.024
H 1.244 0.453 -3.414
H 0.010 -0.755 -3.343
H 0.255 1.222 -1.187
H -1.176 0.242 -1.394
H -1.693 2.196 -2.279
H 1.903 -0.374 -1.554
C -4.120 0.059 -1.427
C -4.068 0.979 -0.179
C -3.883 2.454 -0.223
O -2.783 2.617 -1.078
C -2.418 3.936 -1.093
N -5.334 0.897 0.535
H -4.159 -1.012 -1.222
H -3.285 0.195 -2.130
H -4.878 0.358 -2.105
H -3.206 0.511 0.417
H -3.705 2.906 0.718
H -4.754 2.872 -0.737
H -1.802 4.121 -0.254
H -3.330 4.549 -1.160
H -1.893 4.273 -2.002
H -5.247 1.216 1.489
H -6.103 1.480 0.151
C -2.634 -4.060 -2.399
C -1.965 -4.089 -1.036
C -1.371 -2.732 -0.632
O -0.987 -2.867 0.723
C -0.711 -1.592 1.349
N -2.855 -4.446 0.081
H -1.907 -3.900 -3.206
H -3.331 -3.290 -2.545
H -2.879 -5.150 -2.502
H -1.086 -4.737 -0.962
H -2.164 -1.959 -0.780
H -0.551 -2.623 -1.376
H -1.664 -1.209 1.755
H -0.348 -0.921 0.553
H 0.143 -1.780 1.950
H -3.533 -3.751 0.349
H -2.160 -4.410 0.797
C -1.489 1.794 2.153
C -0.265 2.726 2.373
C 0.971 1.957 1.966
O 0.902 0.547 2.194
C 1.872 0.108 3.194
N -0.298 4.065 1.830
H -1.373 0.895 2.679
H -1.522 1.600 1.098
H -2.393 2.323 2.316
H -0.102 2.888 3.452
H 1.821 2.548 2.408
H 1.021 2.111 0.870
H 1.708 -0.896 3.482
H 1.816 0.842 4.012
H 2.914 0.087 2.822
H -0.790 4.737 2.384
H -0.806 3.855 1.013
C 3.299 2.002 -1.823
C 3.919 1.184 -0.678
C 4.172 2.081 0.523
O 4.798 1.138 1.378
C 5.314 1.762 2.552
N 3.146 0.094 -0.138
H 2.338 2.490 -1.524
H 3.158 1.443 -2.768
H 3.983 2.779 -2.168
H 4.890 0.877 -1.041
H 3.254 2.561 0.878
H 4.805 2.894 0.276
H 4.535 2.172 3.152
H 5.927 2.571 2.297
H 5.874 0.941 2.949
H 2.343 0.553 0.203
H 3.667 -0.121 0.654
*
```

**Total energy**: -1616.25226 hartree
**F_max**: 0.173 hartree/bohr
**SMILES string**: COC[C@H](C)N.COC[C@H](C)N.COC[C@H](C)N.COC[C@H](C)N.OCCO.OCCO
**HOMO energy**: -8.34 eV
**Lowest unoccupied orbital energy**: 0.432 eV
**Relative energy (zero: lowest compared OMol25 entry of this formula, charge and spin)**: 9.924 eV

# 3
This record from OMol25 describes one molecule with the formula C3H3Br3O. The level of theory is ωB97M-V/def2-TZVPD.

Geometry as ORCA input:
```
! wB97M-V def2-TZVPD RIJCOSX def2/J DEFGRID3
* xyz 0 1
C -0.626 -0.057 -0.349
C -0.245 -0.711 1.132
C 0.332 0.900 -0.887
O -1.202 0.268 0.905
Br -1.017 -2.396 1.714
Br 1.331 -0.186 2.044
Br 2.028 -0.117 -1.386
H -1.123 -0.573 -1.211
H 0.482 1.683 -0.089
H 0.040 1.189 -1.874
*
```

**Total energy**: -7913.31444 hartree
**F_max**: 0.071 hartree/bohr
**SMILES string**: BrC[C@@H]1OC1(Br)Br
**HOMO energy**: -9.88 eV
**Lowest unoccupied orbital energy**: -0.104 eV
**Relative energy (zero: lowest compared OMol25 entry of this formula, charge and spin)**: 1.131 eV

# 4
This record from OMol25 describes a 8-piece molecular cluster, C27H65BCl3O8 overall. The level of theory is ωB97M-V/def2-TZVPD.

Geometry as ORCA input:
```
! wB97M-V def2-TZVPD RIJCOSX def2/J DEFGRID3
* xyz -1 1
C 4.313 -2.747 0.738
C 4.246 -4.167 1.327
B 3.773 -5.281 0.269
O 4.787 -6.099 -0.273
C 2.341 -5.412 -0.142
Cl 2.022 -6.774 -1.297
C 1.357 -5.381 0.903
Cl 1.053 -6.893 1.843
C 0.681 -4.291 1.282
C 0.636 -2.973 0.579
Cl -0.311 -4.282 2.748
H 5.251 -2.595 0.200
H 3.499 -2.555 0.044
H 4.261 -1.982 1.516
H 3.599 -4.174 2.209
H 5.255 -4.419 1.680
H 5.460 -6.245 0.394
H 1.487 -2.857 -0.077
H -0.259 -2.896 -0.046
H 0.634 -2.151 1.290
C -0.457 1.789 2.934
C -0.350 0.288 3.159
C -0.700 -0.097 4.587
O 0.956 -0.175 2.826
H 0.239 2.325 3.583
H -0.211 2.037 1.899
H -1.466 2.150 3.145
H -1.015 -0.238 2.471
H -0.011 0.388 5.285
H -0.616 -1.175 4.715
H -1.716 0.211 4.842
H 1.590 0.252 3.413
C -4.944 -5.096 1.480
C -4.018 -5.237 0.280
C -3.233 -6.539 0.330
O -3.134 -4.122 0.194
H -4.358 -5.091 2.404
H -5.499 -4.158 1.430
H -5.657 -5.921 1.529
H -4.606 -5.199 -0.638
H -2.602 -6.568 1.223
H -2.576 -6.622 -0.535
H -3.901 -7.403 0.349
H -2.590 -4.132 0.991
C 0.045 5.895 3.758
C 0.299 5.306 5.137
C 0.921 6.322 6.082
O 1.113 4.140 5.041
H 0.989 6.214 3.306
H -0.407 5.150 3.103
H -0.616 6.761 3.812
H -0.643 4.950 5.557
H 1.888 6.654 5.693
H 1.086 5.879 7.064
H 0.282 7.199 6.197
H 1.964 4.397 4.670
C 2.247 1.597 -1.314
C 1.014 0.776 -1.665
C -0.260 1.592 -1.496
O 0.967 -0.417 -0.898
H 2.200 1.904 -0.264
H 3.157 1.013 -1.448
H 2.313 2.496 -1.934
H 1.091 0.437 -2.701
H -0.371 1.899 -0.451
H -1.133 0.993 -1.760
H -0.251 2.483 -2.123
H 0.909 -0.162 0.033
C -0.071 2.178 -5.530
C -1.348 2.924 -5.180
C -1.873 3.733 -6.355
O -1.145 3.761 -4.042
H 0.715 2.887 -5.806
H 0.280 1.599 -4.676
H -0.226 1.498 -6.369
H -2.109 2.209 -4.862
H -1.135 4.484 -6.654
H -2.792 4.252 -6.083
H -2.075 3.094 -7.216
H -0.473 4.414 -4.267
C 4.864 4.929 -2.143
C 5.130 4.097 -0.898
C 5.854 4.897 0.175
O 5.862 2.921 -1.228
H 5.809 5.264 -2.582
H 4.339 4.333 -2.889
H 4.263 5.810 -1.912
H 4.181 3.733 -0.501
H 6.828 5.230 -0.196
H 6.024 4.280 1.057
H 5.281 5.778 0.468
H 6.714 3.190 -1.588
C -6.691 -2.395 -3.797
C -6.554 -3.111 -2.462
C -5.931 -2.213 -1.403
O -5.797 -4.309 -2.607
H -5.705 -2.096 -4.163
H -7.142 -3.053 -4.540
H -7.305 -1.498 -3.704
H -7.539 -3.443 -2.126
H -4.924 -1.914 -1.705
H -5.843 -2.740 -0.455
H -6.528 -1.311 -1.251
H -4.907 -4.064 -2.888
*
```

**Total energy**: -3075.14026 hartree
**F_max**: 0.018 hartree/bohr
**HOMO energy**: -2.94 eV
**Lowest unoccupied orbital energy**: 1.684 eV

# 5
This record from OMol25 describes C4H5AgO6 as an isolated structure. The level of theory is ωB97M-V/def2-TZVPD.

Geometry as ORCA input:
```
! wB97M-V def2-TZVPD RIJCOSX def2/J DEFGRID3
* xyz 1 2
O -1.688 -0.087 -1.523
C -0.991 -0.153 -2.481
O -1.002 -0.651 -3.565
Ag -2.522 0.962 0.413
O 1.030 0.831 -2.073
O 0.409 0.230 1.327
C -0.070 -0.779 2.042
O 0.461 -1.845 2.203
O -1.332 -0.499 2.370
C 1.091 -0.119 0.113
C 1.184 1.137 -0.737
H -1.671 -1.148 3.000
H 0.494 -0.895 -0.384
H 2.087 -0.514 0.343
H 2.138 1.672 -0.569
H 0.381 1.857 -0.478
*
```

**Total energy**: -753.46485 hartree
**F_max**: 0.129 hartree/bohr
**⟨S²⟩**: 0.76
**HOMO energy (alpha / beta)**: -15.05 / -14.96 eV
**Lowest unoccupied orbital energy (alpha / beta)**: -5.897 / -6.599 eV
**Relative energy (zero: lowest compared OMol25 entry of this formula, charge and spin)**: 0.250 eV